12
Properties=species:S:1:pos:R:3:forces:R:3:nbo_charge:R:1 method="wB97M-V/def2-TZVPD" multiplicity=2 lumo_ha="-0.4764 / -0.5668" e_above_lowest_kcal_mol=0.0 homo_ev="-22.89 / -22.97" total_charge=+3 total_energy_ha=-1575.06091 gap_ha="0.36494 / 0.27718" max_force_ev_per_a=5.16
O 0.246 1.152 -0.880 2.047 -0.326 0.315 -0.352
C -0.962 0.656 -0.872 -1.603 2.192 0.424 1.041
C 1.113 0.196 -0.329 -1.554 -0.431 -2.278 0.107
O -1.938 1.269 -1.297 0.063 -0.985 0.154 -0.762
O -1.016 -0.469 -0.209 1.181 -2.270 0.745 -0.393
C 0.308 -0.882 0.062 -1.109 1.154 -0.963 0.262
Yb -4.275 1.453 -1.655 0.214 0.213 -0.109 1.976
H 2.080 0.131 -0.819 0.541 0.392 0.687 0.330
H 0.508 -1.950 -0.031 -0.013 0.058 0.796 0.323
H 1.559 0.273 1.489 -1.163 -3.091 3.682 0.529
O 0.999 -0.476 2.213 0.178 3.752 -3.539 -0.599
H 1.379 -1.353 2.326 1.219 -0.657 0.088 0.538